(a)
Formula: C7H15NO
Source: the Open Molecules 2025 dataset
Level of theory: ωB97M-V with the def2-TZVPD basis set

```
24
C7H15NO ωB97M-V with the def2-TZVPD basis set
C -0.824 0.135 -0.400
C 0.883 0.332 1.735
C 1.141 -1.576 0.284
C -1.754 -0.357 0.653
C -0.883 1.637 -0.583
C -0.808 -0.599 -1.721
N 0.799 -0.147 0.390
C 2.005 0.776 0.054
O 3.013 0.341 -0.445
H 1.359 -0.334 2.441
H 0.675 1.373 1.936
H 1.765 1.844 0.100
H 0.349 -2.160 0.751
H 1.294 -1.825 -0.760
H 2.070 -1.774 0.816
H -1.229 -0.152 1.625
H -2.704 0.176 0.650
H -1.956 -1.425 0.580
H -1.850 1.914 -1.011
H -0.106 1.994 -1.261
H -0.787 2.156 0.371
H -1.670 -0.291 -2.320
H -0.876 -1.679 -1.594
H 0.093 -0.360 -2.291
```

The value obtained for the orbital gap is 7.4 eV. The spin multiplicity is 1. Its net charge is 0. The highest occupied orbital energy comes out at -6.6890 eV.

=====

(b)
Formula: C7H15NO
Source: the Open Molecules 2025 dataset
Level of theory: ωB97M-V with the def2-TZVPD basis set

```
24
C7H15NO ωB97M-V with the def2-TZVPD basis set
C -0.960 0.760 0.992
C -1.821 -0.715 -0.995
C -0.186 0.760 2.304
C -0.709 2.029 0.179
C -0.846 -0.624 0.130
N -0.226 -1.629 0.542
H -2.027 0.741 1.248
H 0.325 -1.543 1.390
H -1.506 -0.046 -1.793
H -1.838 -1.728 -1.392
H -2.817 -0.404 -0.691
H 0.886 0.816 2.118
H -0.963 2.904 0.779
H -0.494 1.603 2.922
H -0.401 -0.133 2.892
H -1.317 2.058 -0.723
H 0.347 2.134 -0.066
C 2.276 -1.607 -1.337
C 1.778 -0.202 -1.380
O 0.881 0.150 -2.125
H 2.495 0.561 -1.018
H 1.765 -2.103 -0.504
H 3.355 -1.666 -1.210
H 2.002 -2.116 -2.261
```

The value obtained for the orbital gap is 10.2 eV. The spin multiplicity is 1. Its net charge is 0. The highest occupied orbital energy comes out at -9.2529 eV.

=====

Most stable = (b)

=====

(a)
Formula: C6H10NO
Source: the Open Molecules 2025 dataset
Level of theory: ωB97M-V with the def2-TZVPD basis set

```
18
C6H10NO ωB97M-V with the def2-TZVPD basis set
C -3.081 1.082 -0.445
C -2.407 0.231 0.147
C 2.005 0.622 -1.034
C 0.669 -1.089 1.227
C 0.509 0.756 -0.470
C 0.132 -0.617 -0.081
N -1.807 -0.925 0.241
O -1.975 -1.733 1.289
H -3.519 1.994 -0.146
H 1.823 -0.198 -1.813
H 2.174 1.544 -1.556
H 2.925 0.563 -0.462
H 1.611 -1.671 1.116
H 0.734 -0.214 1.900
H -0.154 -1.688 1.769
H 0.324 1.503 0.472
H -0.195 1.128 -1.294
H 0.232 -1.290 -0.862
```

The value obtained for the orbital gap is 5.8 eV. The spin multiplicity is 1. Its net charge is -1. The highest occupied orbital energy comes out at -2.0813 eV.

=====

(b)
Formula: C6H10NO
Source: the Open Molecules 2025 dataset
Level of theory: ωB97M-V with the def2-TZVPD basis set

```
18
C6H10NO ωB97M-V with the def2-TZVPD basis set
C 1.815 -0.941 -0.221
C 0.555 1.948 -0.657
C 1.335 -1.436 0.891
C -0.544 1.290 -0.269
C 0.760 -2.124 1.840
C -1.406 0.692 -1.422
N -0.703 0.736 0.901
O -2.185 0.260 1.311
H 2.643 -1.311 -0.771
H 1.424 0.065 -0.599
H 1.275 2.433 0.031
H 0.560 2.232 -1.773
H -1.847 -0.611 1.696
H 0.105 -2.960 1.511
H 0.994 -2.007 2.870
H -2.423 1.139 -1.405
H -1.348 -0.445 -1.433
H -1.010 1.039 -2.499
```

The value obtained for the orbital gap is 6.0 eV. The spin multiplicity is 1. Its net charge is -1. The highest occupied orbital energy comes out at -2.0513 eV.

=====

Most stable = (b)

=====

(a)
Formula: C3H4Cl2Si
Source: the Open Molecules 2025 dataset
Level of theory: ωB97M-V with the def2-TZVPD basis set

```
10
C3H4Cl2Si ωB97M-V with the def2-TZVPD basis set
C 2.117 1.209 -0.774
C 1.065 0.857 -0.286
C -0.530 -1.318 0.139
Si -0.546 0.549 0.527
Cl -2.137 -2.048 0.408
Cl 0.483 -2.240 1.382
H 3.114 1.479 -0.952
H -0.027 -1.589 -0.875
H -2.242 2.062 -1.207
H -1.299 1.040 1.639
```

The value obtained for the orbital gap (alpha / beta) is 9.0 / 7.1 eV. The spin multiplicity is 1. Its net charge is 0. The highest occupied orbital energy (alpha / beta) comes out at -10.1252 / -8.0100 eV.

=====

(b)
Formula: C3H4Cl2Si
Source: the Open Molecules 2025 dataset
Level of theory: ωB97M-V with the def2-TZVPD basis set

```
10
C3H4Cl2Si ωB97M-V with the def2-TZVPD basis set
C -0.794 -1.041 2.395
C -0.375 -0.930 1.258
C 0.702 1.182 -0.757
Si 0.179 -0.673 -0.550
Cl -0.505 2.242 0.294
Cl 0.476 1.432 -2.502
H -0.971 -1.406 3.364
H 1.638 1.681 -0.620
H -1.591 -1.155 -1.511
H 1.242 -1.333 -1.372
```

The value obtained for the orbital gap is 10.1 eV. The spin multiplicity is 1. Its net charge is 0. The highest occupied orbital energy comes out at -10.1118 eV.

=====

Most stable = (b)

=====

(a)
Formula: ClH3N2S
Source: the Open Molecules 2025 dataset
Level of theory: ωB97M-V with the def2-TZVPD basis set

```
7
ClH3N2S ωB97M-V with the def2-TZVPD basis set
N 0.322 1.454 -0.195
N 0.131 -1.080 0.104
S 0.955 0.289 0.593
Cl 3.049 -0.145 -0.238
H 0.619 2.395 -0.182
H 0.067 -1.768 0.822
H -0.386 -0.933 -0.865
```

The value obtained for the orbital gap is 9.3 eV. The spin multiplicity is 1. Its net charge is 0. The highest occupied orbital energy comes out at -9.3687 eV.

=====

(b)
Formula: ClH3N2S
Source: the Open Molecules 2025 dataset
Level of theory: ωB97M-V with the def2-TZVPD basis set

```
7
ClH3N2S ωB97M-V with the def2-TZVPD basis set
N 1.196 -0.755 -1.165
N -0.318 -0.211 1.173
S -0.684 -0.120 -0.411
Cl -0.795 2.023 -0.728
H 0.913 -1.051 -2.095
H -0.968 0.236 1.806
H 0.656 -0.122 1.420
```

The value obtained for the orbital gap is 8.1 eV. The spin multiplicity is 1. Its net charge is 0. The highest occupied orbital energy comes out at -8.7552 eV.

=====

(c)
Formula: ClH3N2S
Source: the Open Molecules 2025 dataset
Level of theory: ωB97M-V with the def2-TZVPD basis set

```
7
ClH3N2S ωB97M-V with the def2-TZVPD basis set
N -0.810 1.658 0.005
N 0.429 -2.060 0.329
S 0.430 -0.561 0.437
Cl 2.365 -0.131 -0.158
H -1.174 2.087 -0.798
H 0.530 -2.836 -0.299
H -1.769 1.842 0.484
```

The value obtained for the orbital gap (alpha / beta) is 7.1 / 9.0 eV. The spin multiplicity is 1. Its net charge is 0. The highest occupied orbital energy (alpha / beta) comes out at -8.2972 / -9.7480 eV.

=====

Most stable = (a)

=====

(a)
Formula: ClH3N2S
Source: the Open Molecules 2025 dataset
Level of theory: ωB97M-V with the def2-TZVPD basis set

```
7
ClH3N2S ωB97M-V with the def2-TZVPD basis set
N 0.691 0.998 -0.213
N 0.275 -1.297 0.218
S -0.322 -0.341 -0.763
Cl -2.194 0.065 0.153
H 0.467 2.011 -0.242
H 0.108 -2.235 0.055
H 0.976 0.799 0.792
```

The value obtained for the orbital gap is 10.1 eV. The spin multiplicity is 1. Its net charge is 0. The highest occupied orbital energy comes out at -9.6834 eV.

=====

(b)
Formula: ClH3N2S
Source: the Open Molecules 2025 dataset
Level of theory: ωB97M-V with the def2-TZVPD basis set

```
7
ClH3N2S ωB97M-V with the def2-TZVPD basis set
N 0.332 -0.179 -1.066
N -1.100 -1.824 0.256
S 0.136 -0.701 0.266
Cl 3.781 -0.705 0.172
H 3.074 -0.870 -0.940
H -1.257 -2.530 1.064
H -1.249 -2.183 -0.759
```

The value obtained for the orbital gap is 9.5 eV. The spin multiplicity is 1. Its net charge is 0. The highest occupied orbital energy comes out at -9.6169 eV.

=====

(c)
Formula: ClH3N2S
Source: the Open Molecules 2025 dataset
Level of theory: ωB97M-V with the def2-TZVPD basis set

```
7
ClH3N2S ωB97M-V with the def2-TZVPD basis set
N -0.631 0.284 -1.605
N 0.801 -0.445 0.192
S -0.678 -0.171 -0.173
Cl -0.138 0.225 2.776
H -1.495 0.737 -1.991
H 0.720 -0.366 1.376
H 1.420 -0.264 -0.575
```

The value obtained for the orbital gap is 7.6 eV. The spin multiplicity is 1. Its net charge is 0. The highest occupied orbital energy comes out at -9.3806 eV.

=====

Most stable = (a)

=====

(a)
Formula: C2H4N4O2
Source: the Open Molecules 2025 dataset
Level of theory: ωB97M-V with the def2-TZVPD basis set

```
12
C2H4N4O2 ωB97M-V with the def2-TZVPD basis set
C 1.290 0.335 -0.634
C -0.615 -0.096 0.385
H 1.747 0.158 2.088
H 2.298 0.530 -0.723
H -2.070 -0.097 -2.192
H -1.197 -0.992 2.011
N 0.769 -0.229 0.461
N 0.459 0.702 -1.480
N -0.740 0.297 -0.999
N -1.540 -0.594 1.151
O 1.526 -0.659 1.532
O -1.926 0.645 -1.599
```

The value obtained for the orbital gap is 8.6 eV. The spin multiplicity is 1. Its net charge is 0. The highest occupied orbital energy comes out at -8.2830 eV.

=====

(b)
Formula: C2H4N4O2
Source: the Open Molecules 2025 dataset
Level of theory: ωB97M-V with the def2-TZVPD basis set

```
12
C2H4N4O2 ωB97M-V with the def2-TZVPD basis set
C 0.045 -0.679 -0.106
C -1.559 0.804 0.067
H 2.916 0.268 -0.669
H 2.909 -1.179 0.964
H -1.901 1.908 0.261
H 1.516 1.510 0.419
N 2.327 -0.076 0.273
N 1.280 -1.221 -0.421
N -2.062 -0.332 -0.194
N -0.260 0.697 0.636
O -1.163 -1.414 0.096
O 0.493 1.822 -0.446
```

The value obtained for the orbital gap is 9.8 eV. The spin multiplicity is 1. Its net charge is 0. The highest occupied orbital energy comes out at -10.1137 eV.

=====

Most stable = (a)

=====

(a)
Formula: C6H15N2
Source: the Open Molecules 2025 dataset
Level of theory: ωB97M-V with the def2-TZVPD basis set

```
23
C6H15N2 ωB97M-V with the def2-TZVPD basis set
C -2.708 -0.279 1.073
C -1.902 0.294 -0.046
C -0.375 0.379 0.310
C 0.640 0.335 -0.827
N 4.256 0.155 0.536
C 3.005 0.635 0.105
C 1.896 -0.074 -0.187
N -1.926 -0.715 -1.172
H -3.680 -0.703 0.670
H -2.294 -1.212 1.677
H -2.955 0.605 1.716
H -2.402 1.179 -0.432
H -0.329 1.230 1.015
H -0.387 -0.505 0.964
H 0.717 1.304 -1.255
H 0.362 -0.403 -1.661
H 4.828 0.826 0.962
H 4.174 -0.758 0.952
H 3.124 1.645 -0.290
H 1.822 -1.070 0.229
H -1.328 -1.490 -0.942
H -1.547 -0.328 -2.056
H -2.992 -1.052 -1.342
```

The expectation value of S² is 0.751. The value obtained for the orbital gap (alpha / beta) is 4.4 / 9.1 eV. The spin multiplicity is 2. Its net charge is 0. The highest occupied orbital energy (alpha / beta) comes out at -3.3902 / -8.2744 eV.

=====

(b)
Formula: C6H15N2
Source: the Open Molecules 2025 dataset
Level of theory: ωB97M-V with the def2-TZVPD basis set

```
23
C6H15N2 ωB97M-V with the def2-TZVPD basis set
C -1.096 0.444 1.493
C -1.349 0.470 -0.004
C -0.399 -0.389 -0.820
C 1.009 0.008 -0.543
C 1.836 -0.667 0.441
N 2.743 -0.060 1.112
C 1.588 1.139 -1.080
N -3.216 -1.315 -0.196
H -1.981 0.741 2.055
H -0.914 -0.605 1.775
H -0.199 0.997 1.789
H -1.525 1.456 -0.426
H -0.647 -0.279 -1.869
H -0.586 -1.420 -0.512
H 1.638 -1.737 0.594
H 3.760 0.729 -1.473
H 3.460 -0.729 1.399
H 2.968 0.778 -1.199
H 1.853 1.928 -0.387
H 1.088 1.567 -1.948
H -2.396 -0.229 -0.039
H -4.013 -0.984 -0.743
H -3.624 -1.844 0.580
```

The expectation value of S² is 0.764. The value obtained for the orbital gap (alpha / beta) is 8.0 / 7.1 eV. The spin multiplicity is 2. Its net charge is 0. The highest occupied orbital energy (alpha / beta) comes out at -8.1239 / -8.1590 eV.

=====

Most stable = (a)

=====

(a)
Formula: C3H10O3
Source: the Open Molecules 2025 dataset
Level of theory: ωB97M-V with the def2-TZVPD basis set

```
16
C3H10O3 ωB97M-V with the def2-TZVPD basis set
C -1.843 -1.135 0.382
C -0.431 -0.802 0.769
C 0.672 -1.184 0.142
O 1.922 -0.954 0.678
H -2.303 -1.676 1.205
H -2.444 -0.242 0.247
H -1.919 -1.729 -0.530
H -0.334 -0.313 1.736
H 0.791 -1.825 -0.713
H 2.000 -0.030 0.957
H 2.577 2.551 0.462
H 1.121 2.160 0.959
O 1.855 1.927 0.383
H 0.230 0.939 -2.106
H -1.279 1.352 -2.002
O -0.613 0.960 -2.568
```

The value obtained for the orbital gap is 9.1 eV. The spin multiplicity is 1. Its net charge is 0. The highest occupied orbital energy comes out at -8.7134 eV.

=====

(b)
Formula: C3H10O3
Source: the Open Molecules 2025 dataset
Level of theory: ωB97M-V with the def2-TZVPD basis set

```
16
C3H10O3 ωB97M-V with the def2-TZVPD basis set
O -0.559 -1.530 -0.874
C -0.874 -0.372 -0.992
C 0.077 0.764 -0.718
C 0.187 1.793 -1.861
H -1.933 -0.101 -1.154
H 1.065 0.367 -0.492
H -0.354 1.115 0.231
H 0.661 1.305 -2.702
H 0.845 2.600 -1.562
H -0.804 2.201 -2.045
H 0.392 -2.158 0.772
H 1.397 -3.154 1.239
O 0.858 -2.455 1.579
H 0.095 -0.703 2.539
H -0.632 0.226 3.479
O -0.421 0.101 2.562
```

The value obtained for the orbital gap is 10.9 eV. The spin multiplicity is 1. Its net charge is 0. The highest occupied orbital energy comes out at -9.9961 eV.

=====

(c)
Formula: C3H10O3
Source: the Open Molecules 2025 dataset
Level of theory: ωB97M-V with the def2-TZVPD basis set

```
16
C3H10O3 ωB97M-V with the def2-TZVPD basis set
C 1.605 -0.779 0.453
O 2.899 -1.211 0.714
C 1.083 0.540 0.834
C -0.211 0.950 0.287
O -0.580 2.310 0.444
H 1.630 -0.946 -0.556
H 0.860 -1.564 0.776
H 3.210 -1.209 1.649
H 1.014 0.523 1.956
H 1.642 1.408 0.546
H -0.190 0.572 -0.793
H -1.082 0.422 0.740
H -1.493 2.476 0.234
H -3.955 -1.543 -2.860
H -3.356 -0.516 -2.095
O -3.077 -1.433 -2.331
```

The value obtained for the orbital gap is 10.7 eV. The spin multiplicity is 1. Its net charge is 0. The highest occupied orbital energy comes out at -10.2119 eV.

=====

(d)
Formula: C3H10O3
Source: the Open Molecules 2025 dataset
Level of theory: ωB97M-V with the def2-TZVPD basis set

```
16
C3H10O3 ωB97M-V with the def2-TZVPD basis set
C -0.393 -0.606 -0.913
O 0.845 0.017 -0.691
C -1.549 0.453 -0.755
C -1.687 1.111 0.597
O -1.878 0.103 1.677
H -0.215 -0.799 -1.942
H -0.743 -1.343 -0.292
H 0.938 0.098 0.281
H -1.208 1.373 -1.451
H -2.554 0.073 -1.064
H -0.851 1.906 0.639
H -2.589 1.780 0.609
H -2.191 0.753 2.288
H 4.278 -2.188 0.166
H 5.195 -1.451 0.803
O 4.601 -1.282 0.046
```

The value obtained for the orbital gap is 10.7 eV. The spin multiplicity is 1. Its net charge is 0. The highest occupied orbital energy comes out at -9.9683 eV.

=====

Most stable = (b)